Record 1
This record from the OMol25 dataset describes an isolated molecule of C15H17NOS at a distorted geometry. The level of theory is ωB97M-V with the def2-TZVPD basis set.

Geometry (Å):
C -0.98 1.28 -5.48
C -0.10 0.04 -5.30
C -0.84 -1.15 -4.71
C -1.18 -0.96 -3.23
O 0.04 -0.90 -2.51
C 0.00 -0.69 -1.17
C -1.15 -0.55 -0.41
C -1.06 -0.34 0.95
C 0.17 -0.24 1.59
N 0.18 -0.07 2.95
C 1.08 0.59 3.56
C 1.08 0.69 4.99
C 0.22 0.11 5.89
C 0.52 0.42 7.22
C 1.61 1.23 7.34
S 2.28 1.63 5.81
C 1.33 -0.39 0.82
C 1.25 -0.62 -0.54
H -1.84 1.04 -6.10
H -0.42 2.07 -5.96
H -1.33 1.65 -4.52
H 0.75 0.28 -4.66
H 0.30 -0.25 -6.28
H -1.77 -1.32 -5.26
H -0.22 -2.04 -4.80
H -1.78 -1.81 -2.88
H -1.76 -0.04 -3.08
H -2.13 -0.61 -0.87
H -1.96 -0.23 1.54
H 1.88 1.15 3.05
H -0.60 -0.52 5.57
H -0.04 0.06 8.07
H 2.06 1.63 8.23
H 2.30 -0.37 1.30
H 2.13 -0.76 -1.14

Calculated values
- Net charge: 0
- E: -1109.940340 Eh
- Lowest unoccupied orbital energy: 0.1 eV
- Energy relative to the best compared isomer or geometry (same formula, charge and spin): 1.393 eV
- HOMO-LUMO gap: 7.8 eV

Löwdin population analysis, charges in e, atoms 1 to 5: number 1, C, carries -0.11; number 2, C, carries -0.26; number 3, C, carries -0.18; number 4, C, carries -0.22; number 5, O, carries -0.05


Record 2
This record from the OMol25 dataset describes C62H53AsF9GeN5OPS5Ti as an isolated structure at a distorted geometry. The level of theory is ωB97M-V with the def2-TZVPD basis set.

Geometry (Å):
Ti 0.03 0.41 0.37
C -1.81 1.62 4.00
C -1.27 2.85 4.04
C -0.87 3.45 2.82
C -0.78 2.70 1.67
N -0.98 1.30 1.69
C -1.95 0.86 2.71
N -0.47 3.45 0.57
C -0.34 2.99 -0.63
N -0.52 1.67 -1.02
C -0.69 1.66 -2.37
N -1.40 0.81 -3.12
C -2.63 0.40 -2.67
C -3.54 -0.05 -3.65
C -4.87 -0.19 -3.33
C -5.29 0.11 -2.04
C -4.32 0.43 -1.12
N -3.02 0.52 -1.38
C -0.35 2.95 -2.92
C -0.31 3.45 -4.21
C -0.06 4.80 -4.39
C 0.15 5.65 -3.29
C 0.08 5.16 -2.00
C -0.18 3.81 -1.82
H -2.15 1.13 4.91
H -1.14 3.38 4.97
H -0.57 4.48 2.76
H -2.96 1.06 2.28
H -3.18 -0.19 -4.66
H -5.59 -0.51 -4.08
H -6.34 0.09 -1.77
H -4.59 0.66 -0.09
H -0.46 2.79 -5.06
H -0.01 5.21 -5.39
H 0.36 6.69 -3.47
H 0.21 5.80 -1.14
S 4.51 0.07 2.56
As 2.44 0.39 2.36
S 1.93 1.88 0.80
S 1.41 -1.31 1.41
S 1.72 0.97 4.26
C -2.13 -4.15 -3.11
C -0.70 -4.53 -2.73
C -0.01 -3.50 -1.83
S -0.37 -1.76 -2.33
O 0.27 -1.00 -1.18
C 0.84 -1.60 -3.68
C 0.20 -1.95 -5.01
C 1.05 -1.48 -6.19
H -2.66 -5.01 -3.51
H -2.15 -3.36 -3.85
H -2.68 -3.80 -2.23
H -0.11 -4.66 -3.64
H -0.71 -5.49 -2.21
H 1.06 -3.66 -1.77
H -0.43 -3.52 -0.82
H 1.72 -2.20 -3.46
H 1.12 -0.54 -3.66
H -0.78 -1.46 -5.05
H 0.04 -3.03 -5.09
H 1.15 -0.40 -6.18
H 0.59 -1.78 -7.13
H 2.05 -1.92 -6.15
F -0.76 -7.24 5.49
C -0.50 -7.17 4.17
F -1.29 -8.12 3.60
F 0.77 -7.62 4.01
C -0.73 -5.82 3.59
C -1.84 -5.08 4.01
C -2.11 -3.87 3.41
C -1.28 -3.35 2.41
C -0.17 -4.09 2.03
C 0.10 -5.32 2.61
P -1.80 -1.80 1.51
C -3.43 -2.62 1.07
C -3.31 -3.87 0.45
C -4.40 -4.57 -0.03
C -5.67 -4.02 0.09
C -5.82 -2.79 0.72
C -4.72 -2.10 1.19
C -6.86 -4.72 -0.46
F -6.55 -5.83 -1.16
F -7.74 -5.11 0.50
F -7.58 -3.93 -1.30
C -2.01 -0.68 3.13
C -0.87 -1.09 4.00
C -0.99 -1.40 5.31
C -2.26 -1.44 5.95
C -3.40 -1.20 5.17
C -3.31 -0.87 3.85
C -2.42 -1.76 7.38
F -1.30 -2.25 7.97
F -3.40 -2.70 7.61
F -2.81 -0.70 8.16
H -2.47 -5.45 4.81
H -2.99 -3.31 3.73
H 0.50 -3.71 1.28
H 0.97 -5.89 2.30
H -2.33 -4.33 0.36
H -4.26 -5.53 -0.50
H -6.81 -2.37 0.83
H -4.88 -1.15 1.67
H 0.11 -1.10 3.57
H -0.10 -1.63 5.88
H -4.37 -1.26 5.64
H -4.22 -0.61 3.32
C 4.68 1.66 -0.89
Ge 3.16 0.43 -1.38
C 4.12 -1.35 -1.14
C 3.41 -2.54 -1.04
C 4.05 -3.76 -0.93
C 5.44 -3.81 -0.91
C 6.16 -2.63 -0.96
C 5.51 -1.41 -1.07
C 3.24 1.02 -3.36
C 2.92 2.34 -3.55
C 3.06 2.97 -4.80
C 3.52 2.27 -5.88
C 3.84 0.90 -5.75
C 4.30 0.15 -6.86
C 4.62 -1.17 -6.74
C 4.48 -1.81 -5.49
C 4.03 -1.11 -4.40
C 3.70 0.26 -4.49
H 5.49 1.60 -1.61
H 5.04 1.41 0.11
H 4.32 2.70 -0.86
H 2.33 -2.49 -1.03
H 3.47 -4.68 -0.86
H 5.95 -4.76 -0.83
H 7.24 -2.66 -0.92
H 6.09 -0.50 -1.09
H 2.57 2.93 -2.71
H 2.81 4.02 -4.89
H 3.65 2.75 -6.84
H 4.40 0.65 -7.82
H 4.97 -1.73 -7.59
H 4.73 -2.86 -5.39
H 3.94 -1.60 -3.45

Calculated values
- Net charge: -2
- <S²>: 0.76
- E: -11136.829381 Eh
- Lowest unoccupied orbital energy (alpha / beta): 2.9 / 2.8 eV
- Multiplicity: 2
- Energy relative to the best compared isomer or geometry (same formula, charge and spin): 4.889 eV
- HOMO-LUMO gap (alpha / beta): 4.1 / 4.1 eV

Löwdin population analysis, charges in e, atoms 1 to 5: number 1, Ti, carries 0.56; number 2, C, carries -0.03; number 3, C, carries -0.11; number 4, C, carries -0.02; number 5, C, carries -0.42


Record 3
This record from the OMol25 dataset describes an isolated molecule of CH2N4S at a distorted geometry. The level of theory is ωB97M-V with the def2-TZVPD basis set.

Geometry (Å):
S 2.02 -0.24 -0.18
N 0.34 -0.22 -0.21
C -0.47 0.86 -0.15
N -1.71 0.42 -0.08
N -1.63 -0.96 -0.11
N -0.43 -1.34 -0.18
H 2.06 -0.38 1.13
H -0.17 1.88 -0.23

Calculated values
- Net charge: 0
- E: -656.449580 Eh
- Lowest unoccupied orbital energy: 0.4 eV
- Energy relative to the best compared isomer or geometry (same formula, charge and spin): 0.903 eV
- HOMO-LUMO gap: 11.0 eV

Löwdin population analysis, charges in e, atoms 1 to 5: number 1, S, carries 0.84; number 2, N, carries -0.56; number 3, C, carries -0.22; number 4, N, carries 0.02; number 5, N, carries -0.04


Record 4
This record from the OMol25 dataset describes a 2-piece molecular cluster, C14H16 overall at a distorted geometry. The level of theory is ωB97M-V with the def2-TZVPD basis set.

Geometry (Å):
C 1.04 1.15 3.65
C 0.44 1.80 2.41
C 1.25 2.63 1.64
C 0.73 3.17 0.47
C -0.56 2.81 0.06
C -1.40 2.12 0.92
C -0.90 1.61 2.11
H 1.12 1.86 4.47
H 2.05 0.79 3.43
H 0.47 0.28 3.95
H 2.19 2.97 2.05
H 1.20 3.93 -0.14
H -0.91 3.16 -0.90
H -2.47 2.14 0.73
H -1.49 0.96 2.74
C -2.46 -2.74 -1.82
C -0.99 -2.43 -1.67
C -0.53 -1.45 -0.81
C 0.77 -0.99 -0.83
C 1.70 -1.65 -1.63
C 1.26 -2.68 -2.45
C -0.07 -3.05 -2.52
H -2.61 -3.79 -1.99
H -2.87 -2.13 -2.61
H -3.00 -2.46 -0.91
H -1.26 -0.92 -0.20
H 1.12 -0.21 -0.17
H 2.75 -1.40 -1.72
H 2.02 -3.22 -3.02
H -0.35 -3.85 -3.19

Calculated values
- Net charge: 0
- E: -543.058642 Eh
- Lowest unoccupied orbital energy: 0.9 eV
- Energy relative to the best compared isomer or geometry (same formula, charge and spin): 0.387 eV
- HOMO-LUMO gap: 9.8 eV

Löwdin population analysis, charges in e, atoms 1 to 5: number 1, C, carries -0.06; number 2, C, carries -0.29; number 3, C, carries -0.06; number 4, C, carries -0.09; number 5, C, carries -0.11


Record 5
This record from the OMol25 dataset describes an isolated molecule of C14H16N2O2S2 at a distorted geometry. The level of theory is ωB97M-V with the def2-TZVPD basis set.

Geometry (Å):
C 3.16 2.05 3.40
S 2.90 2.47 1.64
C 1.86 1.22 1.01
S 2.26 -0.45 1.15
C 0.78 -0.86 0.37
C 0.40 -2.26 0.20
N 1.24 -3.21 0.55
C 0.52 -4.35 0.38
C 1.10 -5.68 0.71
N -0.66 -4.15 -0.11
O -0.77 -2.75 -0.21
C 0.05 0.25 0.02
C 0.66 1.48 0.38
C -0.02 2.74 0.14
O 0.50 3.84 0.36
C -1.41 2.71 -0.46
C -1.61 1.48 -1.39
C -0.77 1.65 -2.66
C -3.08 1.31 -1.86
C -1.30 0.17 -0.64
H 3.56 1.02 3.56
H 3.87 2.74 3.88
H 2.24 2.09 3.98
H 0.71 -6.43 0.00
H 2.20 -5.64 0.68
H 0.80 -5.95 1.73
H -1.58 3.62 -1.06
H -2.12 2.66 0.33
H -0.87 0.76 -3.30
H -1.12 2.51 -3.25
H 0.30 1.78 -2.45
H -3.44 2.25 -2.32
H -3.21 0.48 -2.58
H -3.73 1.10 -1.01
H -1.44 -0.69 -1.35
H -2.00 0.04 0.19

Calculated values
- Net charge: 0
- E: -1599.425885 Eh
- Lowest unoccupied orbital energy: -0.4 eV
- Energy relative to the best compared isomer or geometry (same formula, charge and spin): 1.831 eV
- HOMO-LUMO gap: 8.0 eV

Löwdin population analysis, charges in e, atoms 1 to 5: number 1, C, carries -0.38; number 2, S, carries 0.89; number 3, C, carries -0.79; number 4, S, carries 1.11; number 5, C, carries -0.39


Record 6
This record from the OMol25 dataset describes a 6-piece molecular cluster, C24H42BO18 overall at a distorted geometry. The level of theory is ωB97M-V with the def2-TZVPD basis set.

Geometry (Å):
C 6.17 -1.47 0.11
C 5.58 -0.08 -0.60
O 4.16 0.16 -0.33
C 3.45 0.70 -1.50
C 1.82 0.52 -1.45
O 1.12 1.37 -0.48
C 0.55 0.60 0.64
B -1.08 0.72 0.80
C -1.95 0.30 -0.53
C -1.50 -1.10 -1.24
C -1.34 -2.38 -0.23
C -0.83 -3.73 -1.07
O -0.42 -3.43 -2.46
H 5.89 -1.42 1.25
H 5.62 -2.38 -0.43
H 7.32 -1.61 -0.09
H 6.20 0.81 -0.12
H 5.87 -0.15 -1.73
H 3.82 0.09 -2.45
H 3.69 1.83 -1.74
H 1.59 -0.62 -1.38
H 1.42 0.86 -2.53
H 1.02 1.07 1.64
H 0.83 -0.53 0.66
H -1.46 0.09 1.75
H -1.34 1.86 1.07
H -3.13 0.33 -0.33
H -1.76 1.16 -1.33
H -2.37 -1.39 -2.01
H -0.55 -0.88 -1.90
H -2.43 -2.67 0.15
H -0.56 -2.24 0.64
H 0.15 -4.15 -0.53
H -1.62 -4.62 -0.99
H 0.60 -3.45 -2.50
C -6.51 1.17 -1.35
C -7.43 1.48 -0.21
O -7.09 0.50 0.75
C -5.81 0.11 0.49
O -5.14 -0.60 1.22
O -5.38 0.60 -0.71
H -6.22 2.07 -1.91
H -6.93 0.44 -2.04
H -7.25 2.47 0.21
H -8.48 1.40 -0.50
C -3.33 0.12 -4.25
C -2.37 1.06 -4.90
O -3.19 2.13 -5.32
C -4.30 2.11 -4.52
O -5.14 3.00 -4.49
O -4.35 0.98 -3.77
H -2.88 -0.44 -3.43
H -3.78 -0.58 -4.96
H -1.62 1.44 -4.20
H -1.86 0.60 -5.76
C -2.26 5.96 -0.79
C -2.20 4.52 -1.18
O -2.91 3.87 -0.15
C -3.75 4.80 0.40
O -4.63 4.54 1.20
O -3.48 6.05 -0.07
H -2.27 6.62 -1.66
H -1.44 6.25 -0.13
H -2.70 4.32 -2.14
H -1.17 4.14 -1.24
C 0.78 -3.37 3.10
C 1.26 -4.46 3.99
O 0.83 -5.64 3.34
C 0.68 -5.32 2.02
O 0.48 -6.14 1.14
O 0.77 -3.98 1.82
H 1.43 -2.50 3.11
H -0.24 -3.05 3.34
H 2.36 -4.48 4.07
H 0.84 -4.40 5.00
C 6.60 0.50 4.28
C 8.06 0.30 4.54
O 8.09 -0.92 5.27
C 6.95 -1.60 4.96
O 6.73 -2.75 5.27
O 6.09 -0.81 4.24
H 6.42 1.02 3.33
H 6.11 1.05 5.09
H 8.63 0.17 3.61
H 8.50 1.11 5.12

Calculated values
- Net charge: -1
- E: -2318.725510 Eh
- Lowest unoccupied orbital energy: 1.9 eV
- Energy relative to the best compared isomer or geometry (same formula, charge and spin): 3.780 eV
- HOMO-LUMO gap: 6.6 eV

Löwdin population analysis, charges in e, atoms 1 to 5: number 1, C, carries -0.10; number 2, C, carries -0.27; number 3, O, carries -0.21; number 4, C, carries -0.19; number 5, C, carries -0.20


Record 7
This record from the OMol25 dataset describes C4H2N4O5 as an isolated structure at a distorted geometry. The level of theory is ωB97M-V with the def2-TZVPD basis set.

Geometry (Å):
C -2.29 -0.17 0.81
C -2.33 0.04 -0.55
C -0.27 -0.27 0.12
C 1.12 -0.46 0.11
N 2.45 2.33 0.06
N -1.04 -0.35 1.23
N -1.05 -0.01 -0.99
N 1.95 -1.46 0.20
O 1.61 3.13 0.48
O -0.68 0.14 -2.21
O 2.23 1.05 -0.02
O 1.40 -2.61 0.16
O 3.19 -1.37 0.32
H -3.13 -0.21 1.49
H -3.15 0.22 -1.23

Calculated values
- Net charge: -2
- E: -748.529199 Eh
- Lowest unoccupied orbital energy: 6.5 eV
- HOMO-LUMO gap: 6.8 eV

Löwdin population analysis, charges in e, atoms 1 to 5: number 1, C, carries -0.24; number 2, C, carries -0.11; number 3, C, carries -0.30; number 4, C, carries 0.05; number 5, N, carries -0.22


Record 8
This record from the OMol25 dataset describes C45H68BN8NiP2 as an isolated structure. The level of theory is ωB97M-V with the def2-TZVPD basis set.

Geometry (Å):
Ni -0.49 0.91 0.24
C 0.76 -5.41 0.03
C -0.09 -4.59 1.00
C -0.34 -5.41 2.27
C -1.45 -4.33 0.34
P 0.57 -2.88 1.46
C 1.32 -2.45 -0.20
N 1.89 -1.12 -0.29
B 1.34 0.19 0.01
N 2.49 1.05 0.06
C 2.41 2.44 0.40
P 0.62 2.78 0.17
C 0.22 4.09 1.43
C 0.11 3.33 2.76
C -1.12 4.76 1.14
C 1.30 5.17 1.58
C 0.55 3.43 -1.59
C -0.90 3.40 -2.07
C 1.35 2.48 -2.49
C 1.12 4.85 -1.73
C 3.64 0.35 -0.25
C 4.96 0.77 -0.35
C 5.92 -0.17 -0.69
C 5.56 -1.49 -0.92
C 4.24 -1.91 -0.82
C 3.28 -0.98 -0.48
C 2.03 -3.08 2.62
C 2.77 -1.73 2.68
C 3.03 -4.18 2.27
C 1.46 -3.30 4.03
H 0.26 -6.37 -0.15
H 1.75 -5.64 0.43
H 0.88 -4.93 -0.93
H -0.93 -6.30 2.00
H -0.91 -4.85 3.01
H 0.58 -5.76 2.72
H -1.94 -5.29 0.12
H -1.35 -3.80 -0.60
H -2.11 -3.76 1.00
H 0.52 -2.57 -0.93
H 2.08 -3.18 -0.47
H 3.02 3.08 -0.25
H 2.72 2.63 1.43
H -0.66 2.56 2.73
H -0.14 4.03 3.56
H 1.06 2.85 3.03
H -1.92 4.03 1.01
H -1.08 5.39 0.25
H -1.39 5.40 1.98
H 2.29 4.75 1.78
H 1.04 5.80 2.42
H 1.38 5.81 0.70
H -1.24 2.37 -2.15
H -0.96 3.85 -3.07
H -1.58 3.95 -1.42
H 0.99 1.46 -2.43
H 2.42 2.48 -2.27
H 1.24 2.82 -3.52
H 0.49 5.59 -1.25
H 1.16 5.10 -2.80
H 2.13 4.93 -1.34
H 5.23 1.80 -0.16
H 6.96 0.13 -0.77
H 6.33 -2.21 -1.19
H 4.00 -2.95 -1.01
H 3.40 -1.56 1.80
H 3.42 -1.73 3.55
H 2.08 -0.89 2.80
H 3.40 -4.09 1.25
H 2.60 -5.17 2.40
H 3.89 -4.11 2.94
H 0.84 -2.45 4.33
H 2.30 -3.36 4.74
H 0.88 -4.21 4.13
N -10.36 2.59 -3.10
C -9.38 2.48 -2.52
C -8.14 2.33 -1.80
C -7.19 1.40 -2.23
C -6.01 1.25 -1.53
C -5.77 2.05 -0.42
C -6.70 2.98 0.01
C -7.89 3.12 -0.68
N -4.54 1.90 0.28
C -4.37 1.83 1.65
C -3.04 1.62 1.86
N -2.39 1.58 0.64
C -3.32 1.75 -0.28
H -7.40 0.79 -3.10
H -5.29 0.51 -1.84
H -6.48 3.60 0.87
H -8.63 3.84 -0.36
H -5.20 1.91 2.33
H -2.51 1.44 2.77
H -3.17 1.77 -1.34
N -1.36 -0.69 -0.35
C -2.19 -1.35 -0.77
C -3.25 -2.12 -1.35
C -3.09 -2.70 -2.61
C -4.13 -3.41 -3.16
C -5.32 -3.56 -2.46
C -5.48 -2.99 -1.21
C -4.44 -2.26 -0.64
H -2.15 -2.58 -3.14
H -4.02 -3.86 -4.14
H -6.14 -4.12 -2.90
H -6.41 -3.11 -0.67
H -4.54 -1.82 0.34
C -1.24 1.58 5.79
C -0.42 0.30 5.76
C 0.69 0.37 6.81
C -1.31 -0.91 6.04
N 0.28 0.08 4.47
N -0.67 0.00 3.36
H -1.73 1.70 6.76
H -2.02 1.56 5.02
H -0.61 2.46 5.63
H 0.27 0.54 7.80
H 1.37 1.20 6.59
H 1.27 -0.55 6.82
H -1.73 -0.84 7.04
H -0.73 -1.83 5.96
H -2.14 -0.95 5.33
H 0.83 0.92 4.29
H -0.92 -0.99 3.33
H -0.09 0.07 2.52

Calculated values
- Net charge: +1
- E: -4409.343782 Eh
- Lowest unoccupied orbital energy: -2.6 eV
- Energy relative to the best compared isomer or geometry (same formula, charge and spin): 0.000 eV
- HOMO-LUMO gap: 7.3 eV

Löwdin population analysis, charges in e, atoms 1 to 5: number 1, Ni, carries 0.17; number 2, C, carries -0.09; number 3, C, carries -0.70; number 4, C, carries -0.10; number 5, C, carries -0.13